# C26H26B2Cl3F6O3S

A cluster of 2 separate species, C26H26B2Cl3F6O3S in total at a distorted geometry (ωB97M-V/def2-TZVPD, OMol25).

The geometry in ORCA input format:
```
! wB97M-V def2-TZVPD RIJCOSX def2/J DEFGRID3
* xyz -1 1
Cl 1.20081 -2.55157 4.99999
B 1.75685 -1.00317 4.10231
Cl 1.07785 0.51830 5.05941
Cl 3.65221 -0.79415 4.09768
O 1.30977 -1.02026 2.76324
C 0.49310 -0.03468 2.17778
C -0.97235 -0.36886 2.41542
C -1.84073 0.68323 2.69256
C -3.11682 0.42578 3.18070
C -3.52313 -0.89278 3.38645
C -2.64898 -1.94591 3.13147
C -1.38528 -1.68745 2.60322
H 0.64309 0.92704 2.71744
H -1.46620 1.70022 2.55349
H -3.78844 1.26452 3.37503
H -4.51806 -1.09775 3.78070
H -2.92677 -2.97632 3.35621
H -0.66881 -2.49424 2.41463
C 0.81632 -0.61854 -5.85859
C 0.43133 -0.06935 -4.54971
C 0.26522 1.26248 -4.18712
C -0.20368 1.39283 -2.85440
C -0.44703 0.17260 -2.22069
B 1.22960 0.34282 0.86677
C -1.29595 -0.09374 -1.10471
C -1.55234 -1.41523 -0.70240
C -2.85475 -1.77714 -0.42591
C -3.15580 -3.25102 -0.41061
F -4.30538 -3.56856 -1.07494
F -2.13337 -3.96146 -0.99226
F -3.27599 -3.74894 0.86482
C -3.83669 -0.78894 -0.25478
C -3.41871 0.53844 -0.22752
C -4.40038 1.65601 0.00954
F -3.84470 2.64391 0.79028
F -4.75978 2.24666 -1.17430
F -5.54263 1.24965 0.63444
C -2.11008 0.89121 -0.52644
O 1.80782 -0.59339 0.05151
C 3.03417 0.07289 -0.38114
C 4.12719 -0.64406 0.39368
C 3.20229 -0.19062 -1.86952
C 2.77723 1.60702 0.03193
C 3.46969 2.07130 1.32932
C 2.95217 2.63326 -1.07651
O 1.34963 1.63150 0.40496
S 0.06947 -1.16130 -3.25683
H 0.79156 0.17910 -6.60403
H 1.83779 -1.02226 -5.81480
H 0.12773 -1.43372 -6.13060
H 0.48265 2.09882 -4.85811
H -0.36995 2.32132 -2.31816
H -0.76074 -2.15424 -0.73896
H -4.88268 -1.04525 -0.08852
H -1.72473 1.90051 -0.41718
H 5.11338 -0.18993 0.23997
H 3.88640 -0.68727 1.46604
H 4.16937 -1.67667 0.03096
H 4.20717 0.11393 -2.19863
H 3.10431 -1.25968 -2.07051
H 2.45498 0.32085 -2.48243
H 4.54827 2.23003 1.21031
H 3.01535 3.03121 1.62592
H 3.31157 1.35982 2.16092
H 4.00056 2.66140 -1.41460
H 2.30637 2.43878 -1.94452
H 2.70765 3.63105 -0.68971
*
```

Results
**DFT total energy**: -3660.09723 Ha
**Energy above the lowest of the compared OMol25 structures with the same formula, charge and spin**: 0.000 eV